{"formula": "C3H7OS", "method": "wB97M-V/def2-TZVPD", "homo_lumo_gap_ev": [10.42, 7.10], "lumo_ev": [0.730, -2.249], "relative_energy_kj_mol": 125.8, "spin_multiplicity": 2, "e_tot_ha": -591.81382, "species": ["C", "S", "H", "H", "H", "O", "C", "C", "H", "H", "H", "H"], "positions_angstrom": [[-1.442840, 1.273448, 0.979490], [-1.820757, -0.114471, -0.309739], [-0.311475, 1.368656, 1.031584], [-1.849826, 2.242957, 0.660211], [-1.690476, 0.934810, 1.990266], [2.608930, -0.222084, -1.105104], [1.573945, -0.148567, -0.452781], [1.218169, -0.777341, 0.806649], [0.689863, 0.059197, -1.104530], [0.589688, -0.463448, 1.744371], [2.188695, -1.079063, 1.179404], [0.548556, -1.540159, 0.295202]], "forces_ev_per_angstrom": [[1.4, -0.9, -1.1], [0.2, 1.7, 1.5], [-1.3, -0.1, -0.4], [-0.1, -0.6, 0.3], [-0.5, 0.2, -0.3], [-0.6, 0.2, 2.1], [-0.4, 0.6, -3.8], [-0.6, -1.1, 2.2], [-0.2, 0.8, 0.4], [1.1, 0.4, -2.3], [-0.1, -1.1, 0.4], [1.0, -0.1, 1.2]]}


{"formula": "C5H8N2", "method": "wB97M-V/def2-TZVPD", "smiles": "N[C@@H]1C=N1.C1=CC1", "homo_lumo_gap_ev": 10.04, "lumo_ev": 1.130, "relative_energy_kj_mol": 497.8, "spin_multiplicity": 1, "e_tot_ha": -304.64588, "species": ["N", "C", "C", "N", "H", "H", "H", "H", "C", "C", "C", "H", "H", "H", "H"], "positions_angstrom": [[1.929519, -0.007140, -0.506642], [1.736435, -0.116129, 0.892580], [0.513423, -0.191640, 1.631027], [1.065773, 0.909981, 1.875899], [2.776923, 0.496681, -0.761342], [1.142590, 0.447495, -0.925086], [2.601444, -0.558049, 1.321950], [-0.418538, -0.649304, 1.901880], [-1.201112, -0.828364, -0.821859], [-2.280441, -0.352984, -0.296111], [-1.430921, 0.647404, -1.010818], [-0.603932, -1.684986, -1.093577], [-3.218802, -0.503546, 0.208832], [-0.863605, 1.377949, -0.428149], [-1.748750, 1.012627, -1.988587]], "forces_ev_per_angstrom": [[-0.4, 0.4, 0.1], [0.6, -0.1, 0.5], [-0.1, 0.6, 0.0], [0.2, -0.3, -0.8], [-0.2, -0.1, 0.3], [-0.4, 0.2, -0.5], [0.6, -0.4, 0.5], [-0.2, -0.3, 0.0], [-0.4, -0.1, 0.0], [0.0, -0.3, -0.1], [0.1, 0.3, -0.1], [0.0, 0.2, 0.1], [0.1, 0.0, 0.0], [0.0, -0.1, -0.1], [0.0, 0.0, 0.1]]}


{"formula": "C24H48NO2P2Si2Y", "method": "wB97M-V/def2-TZVPD", "homo_lumo_gap_ev": 6.41, "lumo_ev": 0.319, "relative_energy_kj_mol": 0.0, "spin_multiplicity": 1, "e_tot_ha": -2448.48091, "species": ["C", "C", "N", "C", "C", "C", "C", "P", "Y", "P", "C", "C", "C", "C", "C", "C", "C", "O", "O", "H", "H", "H", "C", "C", "H", "H", "H", "H", "C", "C", "H", "H", "H", "H", "H", "H", "H", "H", "H", "H", "H", "H", "H", "H", "H", "H", "H", "H", "H", "H", "H", "H", "C", "Si", "C", "C", "C", "Si", "C", "C", "C", "H", "H", "H", "H", "H", "H", "H", "H", "H", "H", "H", "H", "H", "H", "H", "H", "H", "H", "H"], "positions_angstrom": [[0.984531, 0.064535, -4.224874], [1.009339, -0.087605, -2.800123], [0.094573, 0.638501, -2.062694], [-0.985670, 1.158508, -2.706235], [-1.160101, 1.099382, -4.080108], [-0.117211, 0.634498, -4.868951], [2.002419, -0.836052, -2.132300], [2.371423, -1.137995, -0.503760], [0.182158, 0.402013, 0.294793], [-1.594465, 2.418652, -0.215546], [-2.128974, 1.777344, -1.896409], [1.824527, 1.444053, 2.075552], [2.205439, 0.351963, 2.902096], [2.134772, 0.529440, 4.319496], [1.754351, 1.767196, 4.831880], [1.413387, 2.790423, 3.993172], [1.481908, 2.663253, 2.619147], [4.868499, 2.273420, -3.216000], [2.872170, 3.010119, -0.129544], [1.889349, -0.232208, -4.784882], [-2.082899, 1.428036, -4.535467], [-0.187028, 0.574488, -5.952875], [2.694609, -2.981486, -0.508221], [4.073249, -0.564015, -0.096851], [-2.568061, 2.641767, -2.442483], [-2.945322, 1.030630, -1.733659], [5.721121, 2.219569, -3.489608], [2.832945, -1.064646, -2.772514], [-3.235293, 2.652310, 0.561918], [-1.131935, 4.131940, -0.670361], [2.540462, -0.670297, 2.475179], [2.412435, -0.316595, 4.998194], [1.747459, 1.924014, 5.877194], [1.116292, 3.733174, 4.380613], [1.255440, 3.476026, 1.928476], [2.113863, 1.241159, -0.144593], [3.727008, 2.813255, 0.379481], [3.148117, 3.060173, -1.084089], [4.313420, 2.886380, -3.782277], [1.968665, 1.252159, 0.876990], [3.701247, -3.157651, -0.933935], [2.649988, -3.442142, 0.499884], [1.934525, -3.470551, -1.143887], [4.807332, -0.994360, -0.780653], [4.172009, 0.519716, -0.145252], [4.360046, -0.848461, 0.917544], [-2.005612, 4.696357, -1.018103], [-0.714527, 4.623682, 0.214989], [-0.372948, 4.128580, -1.458710], [-3.847379, 3.360729, -0.010915], [-3.766075, 1.693568, 0.640609], [-3.085042, 3.046672, 1.575705], [-3.417827, -1.660387, -1.370445], [-1.828357, -2.535889, -0.845902], [-2.330494, -4.255370, -0.254989], [-0.835437, -2.778574, -2.423312], [-0.884431, -1.653254, 0.482538], [-1.701753, -1.452445, 2.128240], [-1.156441, -2.808623, 3.303720], [-1.326580, 0.219227, 2.915553], [-3.584309, -1.612284, 2.104158], [-4.147637, -2.415803, -1.696668], [-3.237941, -1.000647, -2.229181], [-3.881548, -1.079915, -0.565030], [-2.861119, -4.795702, -1.054760], [-1.449649, -4.864736, -0.001655], [-2.997674, -4.254232, 0.618356], [-0.682948, -1.837635, -2.966712], [0.157995, -3.206093, -2.246987], [-1.386097, -3.452825, -3.099127], [0.089193, -2.382539, 0.675815], [-0.147637, -2.623195, 3.705055], [-1.834054, -2.891284, 4.169584], [-1.144396, -3.795787, 2.816270], [-1.522421, 1.119362, 2.303613], [-2.035312, 0.288376, 3.755138], [-0.325750, 0.299891, 3.355408], [-4.074835, -0.735963, 1.662088], [-3.957218, -2.502230, 1.582137], [-3.945856, -1.685069, 3.140066]], "forces_ev_per_angstrom": [[-0.3, 0.6, -1.2], [1.5, 0.2, 1.4], [-1.6, 0.1, -0.1], [-0.5, -0.2, -0.5], [-0.6, 0.5, 0.7], [2.0, -1.7, 0.6], [-0.3, 1.2, -2.7], [-0.1, -0.5, 2.0], [1.9, -0.4, 0.1], [-1.3, 0.9, -1.4], [0.0, 0.0, 0.3], [0.3, -2.2, 1.0], [-0.1, -0.3, 1.1], [0.7, -1.1, -1.0], [0.2, -1.1, -0.4], [0.1, 0.8, -0.7], [-0.2, -0.4, -0.3], [-5.4, 1.1, 0.9], [2.7, 1.3, -0.2], [-0.8, -0.1, 0.3], [0.0, 0.2, 0.1], [0.1, 0.3, 0.2], [0.1, -0.1, 0.1], [0.3, 0.1, -0.1], [0.2, -0.6, 0.2], [0.7, 0.5, -0.1], [3.7, 0.1, -1.7], [0.3, -0.5, -0.7], [0.0, 0.1, 0.3], [0.2, 0.1, 0.3], [-0.7, 1.9, 0.6], [-0.3, 0.9, -0.6], [-0.1, 0.1, 1.0], [-0.2, 0.7, 0.5], [-0.1, 0.0, 0.3], [-1.3, -1.4, -1.5], [-1.8, 0.5, -1.2], [-0.2, -0.3, 1.4], [1.6, -1.2, 0.8], [0.5, 0.7, 0.3], [-0.5, -0.1, 0.1], [0.1, 0.3, -0.4], [0.4, 0.2, 0.3], [0.0, -0.1, -0.1], [-0.3, 0.0, -0.2], [-0.1, -0.2, 0.0], [0.1, -0.2, 0.1], [0.0, 0.1, -0.2], [-0.1, -0.1, 0.2], [0.1, -0.2, 0.1], [0.2, 0.2, 0.0], [-0.2, -0.1, -0.2], [-0.2, 0.1, -0.1], [0.3, -0.1, 0.3], [-0.2, -0.5, -0.1], [-0.1, -0.1, -0.2], [1.4, -1.9, 0.4], [-0.3, -1.3, -0.6], [0.2, -0.1, 0.6], [-0.2, 0.3, 0.4], [-0.3, 0.3, 0.1], [0.1, 0.2, 0.1], [0.0, -0.1, 0.1], [0.0, -0.1, -0.1], [0.1, 0.1, 0.1], [-0.1, 0.2, 0.0], [0.2, 0.1, -0.1], [-0.1, -0.2, 0.2], [-0.2, 0.1, 0.0], [0.1, 0.1, 0.2], [-2.2, 1.7, -0.4], [-0.2, -0.1, -0.1], [0.2, 0.1, -0.2], [0.0, 0.4, 0.0], [0.0, -0.2, 0.1], [0.1, 0.1, -0.1], [-0.1, 0.0, -0.1], [0.0, -0.1, 0.0], [0.2, 0.2, 0.0], [0.1, 0.1, -0.1]]}


{"formula": "C2H13N2O2", "method": "wB97M-V/def2-TZVPD", "homo_lumo_gap_ev": 11.05, "lumo_ev": -2.897, "total_charge": 1, "relative_energy_kj_mol": 152.3, "spin_multiplicity": 1, "e_tot_ha": -343.71845, "species": ["C", "N", "C", "N", "H", "H", "H", "H", "H", "H", "H", "H", "H", "H", "H", "O", "H", "H", "O"], "positions_angstrom": [[0.348926, -1.233020, -1.322292], [0.655691, -1.778441, 0.011872], [-0.885059, -0.250139, -1.238286], [-0.590940, 0.582378, 0.049659], [0.083204, -2.061888, -1.909890], [1.355135, -0.902058, -1.624219], [0.310281, -2.719439, 0.382626], [1.724773, -1.730316, 0.020828], [-1.790097, -0.965619, -1.310517], [-1.149868, 0.422826, -2.066585], [-0.152777, 1.541726, -0.233971], [-1.516609, 0.763154, 0.527176], [-0.045906, -0.132739, 0.664303], [-0.009171, -1.302468, 3.480895], [-1.475298, -1.149092, 3.297985], [-0.650375, -0.735321, 3.023895], [0.948467, 4.570770, -0.315230], [1.866765, 3.423580, -0.846187], [0.972860, 3.656098, -0.592061]], "forces_ev_per_angstrom": [[0.0, -0.2, 0.7], [2.1, -0.2, 1.3], [0.4, -1.0, -0.2], [-2.0, 0.1, -0.8], [-0.4, -0.7, -1.5], [-1.0, 0.8, -0.6], [0.5, 1.9, -1.4], [-2.3, -0.7, 0.8], [1.1, 1.4, 1.6], [1.0, 0.0, 0.2], [-0.5, -2.0, 0.9], [1.5, 0.0, -0.4], [-0.2, 1.0, -0.6], [0.1, 0.4, -0.2], [-0.3, 0.2, 0.0], [0.1, -0.5, 0.1], [0.2, 0.3, 0.0], [0.2, 0.4, 0.0], [-0.6, -1.0, 0.0]]}